1.
One molecule with the formula C5H12N2S at a distorted geometry. Source: the OMol25 dataset; level of theory: wB97M-V/def2-TZVPD.

Calculated values
Multiplicity: 3
HOMO (spin up / spin down) (eV): -4.9 / -9.2
LUMO (spin up / spin down) (Ha): 0.019 / -0.076
Max |F| (eV Å⁻¹): 5.19
Kohn-Sham gap (spin up / spin down) (Ha): 0.19769 / 0.26035
<S²>: 2.023

Positions of all 20 atoms, in Å:
C  2.129  0.693  -0.294
C  -0.887  0.308  -1.281
C  -1.405  -1.335  0.624
C  -0.706  0.897  1.203
C  -0.620  -0.106  0.145
N  2.211  1.803  0.345
N  1.662  -1.737  -0.760
S  1.278  -0.761  0.376
H  2.695  0.494  -1.228
H  -1.393  -0.289  -1.990
H  -1.452  1.245  -1.352
H  -0.010  0.563  -1.805
H  -1.445  -2.255  0.082
H  -2.453  -1.114  0.752
H  -1.079  -1.732  1.515
H  -1.794  1.216  1.490
H  -0.309  0.469  2.044
H  -0.176  1.793  0.876
H  2.624  2.457  -0.216
H  1.128  -2.610  -0.528


2.
C5H12N2Si as an isolated structure at a distorted geometry. Source: the OMol25 dataset; level of theory: wB97M-V/def2-TZVPD.

Calculated values
HOMO (eV): -8.1
LUMO (Ha): 0.011
Max |F| (eV Å⁻¹): 4.58
Kohn-Sham gap (Ha): 0.31014

Positions of all 20 atoms, in Å:
C  2.378  -1.726  0.233
C  2.271  -0.432  -0.202
C  -1.993  -0.242  -0.508
C  -1.768  -1.156  0.756
C  0.714  2.399  0.217
N  -0.696  0.006  -1.154
N  -0.740  -0.701  1.558
Si  0.667  0.416  -0.055
H  3.331  -2.248  0.226
H  1.597  -2.052  0.895
H  3.089  0.152  -0.562
H  -2.698  -0.693  -1.264
H  -2.399  0.818  -0.311
H  -2.765  -1.329  1.359
H  -1.579  -2.227  0.532
H  -0.296  2.879  -0.182
H  0.933  2.639  1.201
H  1.460  2.929  -0.409
H  -0.482  -0.723  -1.939
H  -1.034  0.168  2.032


3.
A 2-piece molecular cluster, C5H12N3 overall at a distorted geometry. Source: the OMol25 dataset; level of theory: wB97M-V/def2-TZVPD.

Calculated values
Multiplicity: 2
HOMO (spin up / spin down) (eV): -6.0 / -8.5
LUMO (spin up / spin down) (Ha): 0.035 / 0.034
Max |F| (eV Å⁻¹): 2.19
Kohn-Sham gap (spin up / spin down) (Ha): 0.25666 / 0.34547
<S²>: 0.763

Positions of all 20 atoms, in Å:
C  -0.322  1.617  -0.542
C  -0.445  1.309  -1.844
C  0.245  3.613  0.884
N  -0.123  2.978  -0.260
H  -0.502  1.017  0.333
H  -0.382  2.104  -2.577
H  -0.721  0.326  -2.185
H  0.406  4.675  0.817
H  0.235  3.095  1.828
H  0.040  3.521  -1.088
C  1.102  -3.252  1.092
N  -0.055  -2.979  0.269
C  -0.341  -1.701  -0.093
N  -1.492  -1.306  -0.474
H  1.487  -4.260  0.943
H  1.935  -2.674  0.669
H  0.953  -2.997  2.139
H  -0.817  -3.626  0.165
H  0.544  -1.053  0.025
H  -1.748  -0.408  -0.101


4.
A 2-piece molecular cluster, C5H12N3 overall at a distorted geometry. Source: the OMol25 dataset; level of theory: wB97M-V/def2-TZVPD.

Calculated values
HOMO (spin up / spin down) (eV): -10.9 / -11.1
Charge: +1
LUMO (spin up / spin down) (Ha): -0.156 / -0.152
Max |F| (eV Å⁻¹): 5.47
Kohn-Sham gap (spin up / spin down) (Ha): 0.24427 / 0.25406

Positions of all 20 atoms, in Å:
C  -0.508  -1.451  -1.695
C  -0.239  1.818  0.881
C  0.626  -0.990  -1.175
C  1.970  -0.649  -1.616
C  -0.033  -0.597  1.131
N  -0.991  2.821  0.595
N  -0.656  -1.755  1.629
N  -0.729  0.583  1.129
H  -1.537  -1.644  -1.229
H  -0.620  -1.406  -2.820
H  0.806  1.728  0.545
H  2.066  -1.164  -2.509
H  2.754  -1.042  -0.846
H  2.146  0.490  -1.742
H  1.020  -0.547  1.505
H  -0.628  3.672  0.256
H  -1.940  2.695  0.845
H  0.045  -2.396  2.132
H  -1.467  -2.060  1.105
H  -1.664  0.463  1.612


Energy above the lowest of the compared OMol25 structures with the same formula, charge and spin readings, ordered: 33.9; 42.9; 23.1; 119.4 kcal per mole